1.
Entry from the OMol25 dataset: 6 unconnected molecules or ions with the total composition C36H84 (ωB97M-V/def2-TZVPD).

Geometry (Å):
C1 142.02100 94.68600 70.63300
C2 143.28500 94.62000 71.57400
C3 143.14600 93.82000 72.88700
C4 144.34700 93.95200 73.79600
C5 144.34300 93.04800 74.98400
C6 145.55700 93.10800 75.85800
H1 141.39600 93.79100 70.43600
H2 142.41500 94.93600 69.60600
H3 141.32100 95.36400 70.91800
H4 143.67600 95.52700 71.81200
H5 144.20900 94.34300 71.06800
H6 142.75400 92.93300 72.54100
H7 142.20900 94.20600 73.39200
H8 144.54400 95.01300 74.24200
H9 145.25100 93.71000 73.27200
H10 144.12200 91.95000 74.72000
H11 143.39400 93.14500 75.67900
H12 145.39500 92.52500 76.73900
H13 146.07000 94.12900 75.93600
H14 146.38900 92.59900 75.11400
C7 148.83100 94.63100 76.62100
C8 148.95700 93.53700 77.71600
C9 149.81500 94.01600 78.93300
C10 149.90100 92.98100 79.96900
C11 150.46700 93.51000 81.37300
C12 151.92300 93.79100 81.18400
H15 147.90000 94.32000 76.01700
H16 149.83800 94.61800 76.14300
H17 148.43400 95.50800 77.07500
H18 149.34200 92.70600 77.14300
H19 147.80300 93.10100 77.88800
H20 149.19900 94.89200 79.38100
H21 150.62100 94.15300 78.39300
H22 150.62300 92.12500 79.60600
H23 148.89800 92.51000 79.96300
H24 150.47700 92.77700 82.19500
H25 150.00200 94.35600 81.54200
H26 152.33700 94.70300 80.71500
H27 152.37500 92.98300 80.68600
H28 152.51700 93.98700 82.22200
C13 148.77700 87.28600 83.02900
C14 149.53100 88.03400 81.82700
C15 148.76500 89.17900 81.20600
C16 147.50900 88.78500 80.43300
C17 147.05400 89.87100 79.51300
C18 145.63800 89.57600 79.02900
H29 149.19000 86.43900 83.55300
H30 147.98700 86.75900 82.59800
H31 148.61200 88.10100 83.74400
H32 149.75600 87.16500 81.11800
H33 150.55200 88.19800 82.11500
H34 149.23100 89.76600 80.55800
H35 148.56700 89.89300 81.87100
H36 146.55200 88.65500 80.94100
H37 147.59400 87.94000 79.56300
H38 147.85200 89.84700 78.74600
H39 147.27300 90.67700 80.19000
H40 144.99300 89.36000 79.79900
H41 145.63500 88.76000 78.33700
H42 145.14000 90.26400 78.45500
C19 146.31900 93.43200 88.91700
C20 146.28500 93.15300 87.47000
C21 147.64700 92.59100 87.00600
C22 147.74600 92.06300 85.50200
C23 149.05900 91.24200 85.28600
C24 149.08900 90.84500 83.78800
H43 146.77600 92.55500 89.34400
H44 145.30400 93.49800 89.42300
H45 147.05400 94.18400 89.18100
H46 145.92700 93.99200 87.00900
H47 145.42300 92.36700 87.14200
H48 148.04100 91.80700 87.63100
H49 148.31700 93.48200 86.94500
H50 147.66900 92.86200 84.75400
H51 146.90800 91.45600 85.16800
H52 148.92400 90.32000 85.71700
H53 149.90900 91.85800 85.49800
H54 148.15600 90.04700 83.64800
H55 150.01100 90.27900 83.75200
H56 149.16300 91.82200 83.09400
C25 144.55700 96.08000 77.77300
C26 145.67800 95.58200 78.76300
C27 145.04600 94.60200 79.80400
C28 146.22300 94.18800 80.88100
C29 145.76600 93.22500 81.96400
C30 146.98900 92.58000 82.85100
H57 143.99200 95.26200 77.28900
H58 145.15800 96.58300 77.01600
H59 143.72700 96.67900 78.30300
H60 146.24900 96.35800 79.23500
H61 146.18500 95.01300 78.07900
H62 144.73000 93.56800 79.37000
H63 144.14700 95.17000 80.16200
H64 146.68000 94.99200 81.36700
H65 147.04900 93.92700 80.13600
H66 145.39400 92.36100 81.39300
H67 144.95800 93.53900 82.71700
H68 147.49600 93.28100 83.29900
H69 147.70100 92.17300 82.26400
H70 146.50600 91.93200 83.36100
C31 149.21200 98.38000 78.87400
C32 150.72100 98.24500 78.80400
C33 151.26400 98.04100 77.41100
C34 152.74100 98.44100 77.18400
C35 153.12200 97.94200 75.72700
C36 154.65100 98.04600 75.44000
H71 148.85900 99.30600 78.53700
H72 148.96200 98.54700 79.96600
H73 148.68500 97.50900 78.82200
H74 151.01200 97.53200 79.45000
H75 151.18100 99.15400 79.31900
H76 150.59800 98.67000 76.78200
H77 151.16600 97.14500 77.27000
H78 153.41200 97.86600 77.74500
H79 153.05100 99.45700 77.39400
H80 152.63800 98.56700 75.31400
H81 152.77900 96.97000 75.26600
H82 154.88500 97.90000 74.41600
H83 155.17000 97.36500 75.88900
H84 155.15500 98.92400 75.91300

Calculated values
Energy relative to the best compared isomer or geometry (same formula, charge and spin) (kcal per mole): 323.4
HOMO energy (eV): -9.9
Molecular weight (g/mol): 517.1

2.
Entry from the OMol25 dataset: a single C3H8N4O molecule (ωB97M-V/def2-TZVPD).

Geometry (Å):
H1 0.43231 -2.38779 0.12868
N1 1.09546 -1.60482 -0.03668
C1 0.75446 -0.38504 0.00683
C2 1.83559 0.63882 0.00148
O1 3.10890 0.05055 0.03341
N2 -0.57505 0.16428 -0.06801
N3 -0.76889 1.62294 -0.14553
C3 -1.73047 -0.71071 -0.10894
N4 -2.92943 -0.23849 0.10507
H2 -3.63500 -0.96248 0.15266
H3 1.71006 1.34746 0.93422
H4 1.75374 1.26137 -0.90835
H5 2.85128 -0.86973 -0.31515
H6 -1.72161 1.87714 -0.62583
H7 -0.67949 2.00787 1.00622
H8 -1.50186 -1.81137 -0.16009

Calculated values
Energy relative to the best compared isomer or geometry (same formula, charge and spin) (kcal per mole): 89.2
HOMO energy (eV): -9.1
Molecular weight (g/mol): 116.1

3.
Entry from the OMol25 dataset: 13 unconnected molecules or ions with the total composition C53H62F27N7O28S9 (ωB97M-V/def2-TZVPD).

Geometry (Å):
C1 -7.01324 23.11895 -0.71404
C2 -7.91377 21.98560 -0.17600
N1 -7.19316 20.75196 0.47929
C3 -8.31059 19.75192 0.81011
C4 -6.31466 20.00198 -0.56788
C5 -5.60155 18.70899 -0.11960
C6 -6.40065 21.13645 1.79590
C7 -7.13630 22.13781 2.76344
O1 -8.52780 21.96241 2.92191
C8 -8.82921 21.18652 4.06148
H1 -7.46724 23.75877 -1.47074
H2 -6.22257 22.68322 -1.32484
H3 -6.57284 23.66490 0.12028
H4 -8.44720 21.58166 -1.03645
H5 -8.57482 22.45246 0.55415
H6 -7.84487 18.86276 1.23510
H7 -8.73566 19.59846 -0.18179
H8 -9.00314 20.19409 1.52631
H9 -5.52885 20.72435 -0.78880
H10 -6.91132 19.94294 -1.47816
H11 -4.91370 18.20484 -0.79842
H12 -6.16107 17.95874 0.43910
H13 -4.88904 19.01150 0.64781
H14 -5.39356 21.43624 1.50606
H15 -6.30877 20.20914 2.36138
H16 -7.04678 23.08729 2.23562
H17 -6.58977 22.25893 3.69872
H18 -8.28810 20.24713 4.17482
H19 -9.89302 20.94950 4.07599
H20 -8.51950 21.77356 4.92610
C9 -6.06469 13.96269 -2.92867
N2 -6.45896 13.56454 -1.54217
C10 -6.69728 12.28090 -1.27994
C11 -6.94674 11.87996 0.03776
C12 -6.86581 12.86229 1.11279
C13 -6.58049 14.17643 0.71510
C14 -6.41111 14.57230 -0.63045
C15 -7.05416 12.48156 2.52392
C16 -7.90221 13.21898 3.32768
C17 -8.07176 12.92291 4.64594
N3 -7.20965 12.00644 5.23854
C18 -6.32852 11.26695 4.48283
C19 -6.24001 11.43617 3.07183
C20 -7.15662 12.02113 6.71494
H21 -6.10131 15.03698 -3.10937
H22 -6.68559 13.38712 -3.61519
H23 -5.00539 13.70654 -2.94754
H24 -6.72869 11.57372 -2.09561
H25 -7.15460 10.82752 0.16255
H26 -6.48237 14.91641 1.49561
H27 -6.17997 15.55042 -1.02573
H28 -8.38698 13.99119 2.74881
H29 -8.68946 13.56517 5.25615
H30 -5.69159 10.60602 5.05194
H31 -5.44712 10.91338 2.55762
H32 -8.05948 11.74536 7.25982
H33 -6.97764 13.06463 6.97413
H34 -6.37524 11.38065 7.12399
C21 -8.73800 17.24942 7.53309
N4 -7.34978 16.95891 7.96335
C22 -6.76910 17.75156 8.91722
C23 -5.60780 17.26678 9.57095
C24 -4.94613 16.17688 9.04236
C25 -5.53173 15.53262 7.95263
C26 -6.74781 15.90974 7.38541
C27 -3.68035 15.64770 9.63784
C28 -2.66285 16.48498 10.07758
C29 -1.51954 15.94286 10.61975
N5 -1.44870 14.64574 10.87271
C30 -2.39418 13.75654 10.46069
C31 -3.55603 14.29800 9.85869
C32 -0.41819 14.14557 11.75784
H35 -9.30942 17.11784 8.45193
H36 -9.04170 16.49415 6.80823
H37 -8.73342 18.21524 7.02786
H38 -7.38617 18.57436 9.24679
H39 -5.25523 17.69605 10.49714
H40 -5.06262 14.63398 7.58013
H41 -7.26462 15.44305 6.55986
H42 -2.81527 17.54695 9.95349
H43 -0.65994 16.52439 10.91863
H44 -2.16289 12.70904 10.58583
H45 -4.30967 13.61719 9.49135
H46 0.43594 14.82027 11.81576
H47 -0.14733 13.12345 11.49331
H48 -0.90304 14.23987 12.72951
C33 -8.50065 17.44130 -6.23919
N6 -7.38495 18.24973 -5.63436
C34 -6.86807 19.30451 -6.33614
C35 -5.75420 20.01608 -5.75614
C36 -5.26176 19.65074 -4.48618
C37 -5.78551 18.46675 -3.89044
C38 -6.83971 17.81899 -4.46554
C39 -4.20538 20.43121 -3.78658
C40 -3.97396 21.82718 -4.03660
C41 -3.03508 22.58246 -3.36970
N7 -2.16388 21.94931 -2.55947
C42 -2.28458 20.60415 -2.32506
C43 -3.29080 19.83822 -2.92674
C44 -1.10278 22.70201 -1.81995
H49 -9.46173 17.77837 -5.85085
H50 -8.41597 16.36801 -6.06902
H51 -8.47665 17.68610 -7.30107
H52 -7.37204 19.59595 -7.24580
H53 -5.30540 20.76701 -6.38947
H54 -5.45334 18.04886 -2.95159
H55 -7.39624 17.05050 -3.94969
H56 -4.56981 22.41350 -4.72040
H57 -2.84050 23.62702 -3.56318
H58 -1.69521 20.18754 -1.52164
H59 -3.22625 18.77206 -2.76702
H60 -0.12708 22.58858 -2.29243
H61 -1.21412 22.33059 -0.80125
H62 -1.32194 23.76707 -1.89562
C45 -4.17764 9.21900 -0.00055
F1 -3.25811 8.42635 0.68292
F2 -5.26981 9.28087 0.75517
F3 -3.74502 10.46049 -0.19067
S1 -4.61063 8.43990 -1.68261
O2 -3.34513 7.82823 -2.18543
O3 -5.70352 7.49013 -1.32368
O4 -5.06155 9.59653 -2.48657
C46 -2.41496 14.53008 -0.38817
F4 -3.08336 15.28786 0.52151
F5 -1.13910 14.25367 0.01282
F6 -3.03783 13.36081 -0.57716
S2 -2.21382 15.51541 -2.03334
O5 -3.58333 16.01279 -2.34535
O6 -1.29969 16.57934 -1.71708
O7 -1.69309 14.57571 -3.06255
C47 -10.59780 9.07082 4.06806
F7 -10.71021 7.93323 4.78233
F8 -11.83126 9.36843 3.70296
F9 -10.15236 9.98626 4.89727
S3 -9.34958 8.87315 2.55534
O8 -9.81316 7.64870 1.84920
O9 -9.49777 10.12110 1.79510
O10 -8.00090 8.77178 3.18031
C48 -2.14397 11.84662 4.88708
F10 -1.88079 13.02836 4.36745
F11 -2.84799 11.13799 4.06060
F12 -1.00384 11.19014 5.03085
S4 -3.08779 11.94552 6.55156
O11 -4.27021 12.77209 6.27483
O12 -3.45182 10.55813 6.93059
O13 -2.17758 12.50633 7.57210
C49 -7.42563 8.38206 7.38554
F13 -7.28457 8.67790 8.68866
F14 -8.19220 9.35155 6.83554
F15 -6.25368 8.40376 6.79373
S5 -8.29925 6.64329 7.33767
O14 -9.55174 6.85455 8.13804
O15 -8.56394 6.45538 5.91183
O16 -7.40509 5.60917 7.92850
C50 -9.22636 12.06512 10.50421
F16 -8.64613 11.03237 9.83539
F17 -10.49005 12.15895 9.93771
F18 -9.38125 11.87867 11.85842
S6 -8.09524 13.61718 10.22569
O17 -8.58032 14.64869 11.17694
O18 -6.72127 13.21448 10.43941
O19 -8.25010 13.92502 8.77666
C51 -10.22040 16.05429 -0.38781
F19 -9.88908 14.74354 -0.50324
F20 -11.46543 16.25860 -0.67297
F21 -10.04087 16.55548 0.86251
S7 -9.33000 17.13721 -1.79867
O20 -9.98862 18.41775 -1.85599
O21 -7.91955 17.31563 -1.40841
O22 -9.51274 16.36119 -2.98711
C52 -11.31401 13.69399 6.40021
F22 -10.44007 12.64853 6.67152
F23 -11.17303 14.69841 7.25485
F24 -11.10799 14.12120 5.18424
S8 -13.14992 13.03871 6.57579
O23 -13.16677 11.90336 5.59033
O24 -13.25920 12.61119 7.99209
O25 -13.98809 14.20543 6.20346
C53 -10.10662 13.22791 -3.61867
F25 -9.48187 13.08549 -2.44716
F26 -11.41710 13.50893 -3.43675
F27 -9.38474 14.10722 -4.36290
S9 -9.98929 11.49021 -4.43849
O26 -10.43576 10.53493 -3.42995
O27 -10.83046 11.62723 -5.61448
O28 -8.54869 11.23620 -4.72068

Calculated values
Spin multiplicity: 2
Charge: -1
HOMO energy (eV): -4.9
Molecular weight (g/mol): 2046.6

| no. | calculated total energy (hartree) | frontier orbital gap (eV) |
| --- | --- | --- |
| 1 | -1421.4670 | 10.7 |
| 2 | -413.2739 | 9.7 |
| 3 | -10826.4255 | 1.0 |